1.
Density functional theory data (ωB97M-V/def2-TZVPD) for a structure of composition C15H28GeOPrSe.

Structure (XYZ):
```
47
Properties=species:S:1:pos:R:3:mulliken_spin:R:1
Pr -0.18 -0.03 0.46 2.02
C -3.03 2.83 0.30 0.00
C -2.43 1.79 1.24 -0.01
C -1.29 1.95 2.05 0.01
C -0.90 1.02 3.02 0.00
C -1.56 -0.19 3.08 -0.01
C -2.48 -0.49 2.07 0.00
C -3.06 0.53 1.33 0.00
H -3.87 3.32 0.83 0.00
H -3.45 2.38 -0.65 0.00
H -2.20 3.56 0.14 0.00
H -0.70 2.90 1.93 0.00
H 0.03 1.18 3.61 0.00
H -1.38 -0.94 3.87 0.00
H -2.90 -1.51 1.89 0.00
H -4.01 0.41 0.74 0.00
C -2.24 -2.00 -2.88 0.00
C -2.00 -0.61 -2.37 0.00
C -2.94 0.38 -2.96 0.00
O -1.09 -0.31 -1.56 0.00
H -1.72 -2.77 -2.31 0.00
H -1.95 -2.07 -3.97 0.00
H -3.28 -2.39 -2.91 0.00
H -2.37 1.30 -3.08 0.00
H -3.86 0.47 -2.35 0.00
H -3.26 -0.02 -3.91 0.00
C 4.36 -2.43 -0.27 0.00
Ge 2.72 -1.27 -0.25 0.00
C 2.25 -1.18 1.59 0.00
C 1.41 -2.26 -1.43 0.00
C 3.28 0.53 -0.84 0.00
Se 1.85 1.95 -0.39 -0.01
C 2.47 2.68 1.31 0.00
H 4.23 -3.44 -0.68 0.00
H 4.82 -2.46 0.74 0.00
H 5.12 -2.00 -0.93 0.00
H 3.24 -1.33 2.04 0.00
H 1.53 -1.96 1.93 0.00
H 1.91 -0.18 1.89 0.00
H 1.63 -3.32 -1.27 0.00
H 1.47 -1.96 -2.47 0.00
H 0.36 -2.11 -1.14 0.00
H 3.42 0.69 -1.95 0.00
H 4.22 0.90 -0.40 0.00
H 3.32 2.05 1.70 0.00
H 1.66 2.72 2.05 0.00
H 2.87 3.72 1.13 0.00
```

Values from the calculation:
E	-5657.91999	Eh
⟨S²⟩	2.004
net charge	+3
2S+1	3

=====

2.
Density functional theory data (ωB97M-V/def2-TZVPD) for a cluster of 8 separate species, C35H71NO9 in total.

Structure (XYZ):
```
116
Properties=species:S:1:pos:R:3:mulliken_charge:R:1
C -3.33 4.01 1.19 -0.75
C -3.18 2.74 0.16 -0.30
C -2.88 3.21 -1.42 -0.42
C -1.24 3.00 -1.64 -0.28
N -0.58 3.74 -0.50 0.17
C 0.76 3.17 -0.11 0.12
C 1.14 1.56 0.00 -0.11
C 2.59 0.94 0.47 -0.28
C 3.79 1.97 0.90 -0.82
C 3.46 3.58 0.82 0.26
C 2.00 4.21 0.33 0.08
C 1.89 5.85 0.31 0.19
O 1.27 6.61 -0.60 -0.60
C 2.69 6.64 1.54 -0.12
C 4.02 6.07 1.98 -0.47
C 4.64 4.67 1.30 0.28
O 5.96 4.44 1.18 -0.56
H -4.03 3.76 2.09 0.31
H -2.24 4.27 1.60 0.05
H -3.68 4.93 0.56 0.22
H -2.36 1.96 0.54 0.14
H -4.21 2.15 0.23 0.37
H -3.47 2.41 -2.08 -0.02
H -3.23 4.31 -1.61 0.42
H -1.01 3.50 -2.70 0.19
H -1.08 1.84 -1.65 -0.16
H -0.53 4.74 -0.80 0.32
H 0.29 0.80 -0.29 0.29
H 2.77 -0.22 0.50 0.29
H 4.86 1.60 1.25 0.39
H 2.29 7.61 2.06 0.37
H 4.61 6.61 2.86 0.27
C 1.16 8.02 5.22 -1.33
C 0.25 7.07 4.46 0.65
C -1.17 7.10 5.01 -1.38
O 0.76 5.74 4.54 -0.53
H 1.23 7.73 6.27 0.38
H 2.18 7.98 4.82 0.30
H 0.80 9.05 5.16 0.38
H 0.23 7.35 3.40 0.20
H -1.18 6.78 6.06 0.36
H -1.81 6.40 4.46 0.29
H -1.60 8.10 4.95 0.37
H 0.78 5.49 5.48 0.33
C 1.52 -1.32 -3.64 -1.53
C 0.77 -0.05 -3.28 0.88
C 0.08 0.56 -4.49 -1.05
O 1.68 0.90 -2.73 -0.36
H 2.30 -1.11 -4.38 0.39
H 2.01 -1.74 -2.76 0.33
H 0.84 -2.07 -4.05 0.38
H 0.02 -0.27 -2.51 0.00
H 0.82 0.83 -5.26 0.45
H -0.44 1.48 -4.22 0.18
H -0.64 -0.14 -4.93 0.13
H 2.35 1.10 -3.40 0.27
C 7.30 -0.92 -1.17 -1.21
C 6.77 0.05 -2.22 0.35
C 7.32 1.45 -2.01 -1.13
O 5.35 0.08 -2.16 -0.40
H 7.00 -0.60 -0.17 0.28
H 6.89 -1.92 -1.33 0.30
H 8.39 -0.98 -1.21 0.39
H 7.05 -0.31 -3.22 0.28
H 7.02 1.85 -1.04 0.23
H 6.92 2.14 -2.77 0.30
H 8.41 1.46 -2.07 0.40
H 5.10 0.40 -1.28 0.20
C -5.11 -1.63 -4.03 -1.24
C -4.30 -0.41 -4.46 0.43
C -3.41 -0.73 -5.65 -1.35
O -3.50 0.03 -3.37 -0.40
H -4.45 -2.45 -3.73 0.28
H -5.74 -1.38 -3.17 0.31
H -5.75 -1.98 -4.85 0.35
H -4.98 0.41 -4.72 0.33
H -2.69 -1.52 -5.40 0.28
H -2.82 0.14 -5.94 0.32
H -4.00 -1.06 -6.51 0.45
H -2.89 -0.70 -3.13 0.27
C 0.08 -3.88 1.92 -1.17
C 1.19 -3.30 1.05 0.71
C 2.21 -4.36 0.67 -1.32
O 1.84 -2.26 1.77 -0.49
H 0.48 -4.29 2.85 0.06
H -0.64 -3.11 2.19 0.37
H -0.45 -4.68 1.39 0.39
H 0.76 -2.86 0.15 0.15
H 2.68 -4.79 1.56 0.31
H 3.00 -3.93 0.06 0.33
H 1.74 -5.17 0.11 0.39
H 2.22 -2.64 2.57 0.31
C 1.92 -6.73 6.45 -1.34
C 0.82 -6.60 5.41 0.55
C -0.43 -7.36 5.83 -1.31
O 1.29 -7.10 4.16 -0.53
H 2.22 -7.77 6.58 0.34
H 2.81 -6.18 6.14 0.33
H 1.59 -6.34 7.42 0.37
H 0.57 -5.54 5.27 0.24
H -0.21 -8.43 5.93 0.33
H -1.21 -7.27 5.06 0.32
H -0.82 -6.99 6.78 0.37
H 1.51 -8.03 4.28 0.34
C -8.18 -5.40 -2.16 -1.35
C -7.07 -4.82 -3.03 0.48
C -6.05 -5.88 -3.41 -1.25
O -6.42 -3.77 -2.31 -0.47
H -7.78 -5.81 -1.23 0.35
H -8.90 -4.63 -1.89 0.33
H -8.71 -6.20 -2.69 0.37
H -7.50 -4.38 -3.93 0.25
H -5.57 -6.30 -2.52 0.33
H -5.25 -5.44 -4.02 0.30
H -6.52 -6.69 -3.97 0.38
H -6.03 -4.16 -1.51 0.31
```

Values from the calculation:
energy relative to the best compared isomer or geometry (same formula, charge and spin)	8.888	eV
E	-2107.56418	Eh
structure (SMILES)	CCCCNc1cccc2c1C(=O)C=CC2=O.CC(C)O.CC(C)O.CC(C)O.CC(C)O.CC(C)O.CC(C)O.CC(C)O
net charge	0

=====

3.
Density functional theory data (ωB97M-V/def2-TZVPD) for a structure of composition BF4H20O10.

Structure (XYZ):
```
35
Properties=species:S:1:pos:R:3:mulliken_charge:R:1
B 0.23 -0.10 0.14 0.33
F 0.95 -0.43 1.28 -0.64
F 0.76 1.09 -0.29 -0.04
F 0.36 -1.06 -0.85 -0.27
F -1.09 -0.05 0.54 -0.96
O -2.07 1.86 -0.49 -0.97
H -1.57 1.73 -1.29 0.57
H -1.74 1.20 0.12 0.44
O 1.27 -0.55 -2.48 -0.77
H 1.08 -0.71 -1.56 0.44
H 1.50 -1.41 -2.84 0.26
O 1.84 -2.60 1.11 -0.71
H 1.54 -2.91 0.26 0.33
H 1.87 -1.65 1.03 0.36
O -0.93 -0.89 2.60 -0.63
H -0.79 -1.52 1.89 0.33
H -0.10 -0.44 2.68 0.36
O 2.59 0.51 0.25 -0.81
H 2.93 -0.35 0.00 0.30
H 1.66 0.36 0.43 0.50
O -3.02 -0.10 1.24 -0.77
H -3.13 0.78 1.60 0.27
H -2.12 -0.13 0.93 0.89
O -1.68 -2.85 -0.41 -0.68
H -1.57 -1.94 -0.15 0.31
H -2.52 -2.87 -0.87 0.28
O 1.25 2.20 -1.71 -0.77
H 2.13 2.40 -1.39 0.39
H 0.79 1.84 -0.95 0.54
O -0.05 1.68 1.88 -0.60
H 0.54 2.25 2.36 0.26
H 0.52 1.00 1.51 0.60
O -0.74 1.50 -2.13 -0.80
H -0.88 0.60 -2.41 0.36
H 0.21 1.58 -2.03 0.31
```

Values from the calculation:
energy relative to the best compared isomer or geometry (same formula, charge and spin)	18.152	eV
E	-1188.42353	Eh
net charge	-1

=====

4.
Density functional theory data (ωB97M-V/def2-TZVPD) for an isolated molecule of C19H32N2O11P4.

Structure (XYZ):
```
68
Properties=species:S:1:pos:R:3:mulliken_charge:R:1
C -3.34 -5.08 2.79 -0.85
C -2.75 -3.80 3.65 0.06
O -1.35 -3.95 4.08 -0.46
P -0.24 -3.32 2.88 0.61
O -0.83 -3.59 1.44 -0.52
C 0.08 -1.44 3.07 0.13
C -0.99 -0.48 2.27 -0.18
C -0.39 0.18 0.88 0.35
C 0.96 1.16 0.99 -0.09
C 1.69 1.49 2.46 -1.09
N 2.99 0.74 2.66 -0.08
C 3.15 0.21 4.07 -0.66
C 1.66 1.88 -0.35 0.48
P 3.17 3.04 -0.26 1.05
O 3.62 3.69 -1.63 -0.61
O 2.83 4.41 0.82 -0.51
O 4.52 2.11 0.38 -0.51
C 0.97 1.53 -1.79 -0.09
C -0.35 0.58 -1.90 -0.15
C -1.10 -0.10 -0.61 0.23
P -2.69 -1.16 -0.86 1.25
O -3.40 -0.69 -2.22 -0.65
O -3.91 -0.86 0.40 -0.55
O -2.38 -2.87 -1.07 -0.48
C -0.66 0.56 -3.51 0.02
O -1.23 -0.33 -4.32 -0.49
N -0.06 1.87 -3.98 0.24
P -1.08 3.33 -3.95 0.01
C -2.55 2.88 -5.15 -0.93
C -0.24 4.82 -4.84 -0.43
C -1.33 5.92 -5.45 -0.88
C 1.31 1.94 -3.33 0.03
O 2.43 2.22 -4.00 -0.51
O 1.35 -4.10 3.07 -0.43
C 1.73 -4.79 1.83 -0.29
C 2.29 -3.80 0.63 -0.60
H -3.01 -6.11 3.27 0.27
H -4.53 -4.95 2.78 0.33
H -3.02 -5.00 1.65 0.17
H -3.43 -3.73 4.63 0.35
H -2.98 -2.83 3.04 -0.09
H -0.01 -1.20 4.23 0.39
H 1.20 -1.26 2.72 -0.23
H -1.27 0.42 2.97 0.39
H -1.96 -1.12 2.12 -0.56
H 1.93 2.63 2.50 0.52
H 0.91 1.29 3.34 0.19
H 3.11 -0.05 1.96 0.23
H 3.74 -0.82 4.01 0.28
H 3.69 0.93 4.82 0.25
H 2.10 -0.06 4.57 0.17
H 3.74 4.77 1.06 0.34
H 4.35 1.16 0.04 0.37
H -3.55 -0.11 1.00 0.37
H -3.25 -3.22 -1.47 0.34
H -2.05 2.39 -6.11 0.27
H -3.24 2.02 -4.70 0.29
H -3.17 3.81 -5.48 0.33
H 0.42 4.49 -5.78 0.34
H 0.42 5.38 -4.04 0.30
H -1.47 5.73 -6.62 0.24
H -2.38 5.84 -4.91 0.26
H -0.90 7.00 -5.24 0.28
H 0.90 -5.55 1.43 0.27
H 2.65 -5.49 2.11 0.30
H 3.26 -3.20 0.93 0.22
H 1.48 -2.97 0.36 0.07
H 2.45 -4.41 -0.38 0.32
```

Values from the calculation:
E	-3045.29368	Eh
structure (SMILES)	CCOP(=O)(CCc1c(CNC)c(P(=O)(O)O)c2c(c1P(=O)(O)O)C(=O)N(P(C)CC)C2=O)OCC
net charge	0

=====

5.
Density functional theory data (ωB97M-V/def2-TZVPD) for a structure of composition C4H4NO2.

Structure (XYZ):
```
11
Properties=species:S:1:pos:R:3:mulliken_charge:R:1
C -0.03 -0.81 -1.12 -0.45
C -1.68 2.20 0.91 0.72
C 0.38 -1.25 0.22 0.17
C 1.75 -0.59 -0.30 -0.54
N 1.08 -0.12 -1.41 -0.65
O -1.64 2.06 2.07 -0.42
O -1.72 2.40 -0.23 -0.35
H -0.90 -1.13 -1.77 0.28
H 0.16 -0.45 0.90 -0.15
H 0.14 -2.30 0.59 0.27
H 2.45 -0.01 0.14 0.12
```

Values from the calculation:
energy relative to the best compared isomer or geometry (same formula, charge and spin)	4.516	eV
E	-359.96981	Eh
net charge	-1

=====

6.
Density functional theory data (ωB97M-V/def2-TZVPD) for a cluster of 4 separate species, C5H17NO5 in total.

Structure (XYZ):
```
28
Properties=species:S:1:pos:R:3:mulliken_charge:R:1
C -1.24 -1.21 -1.41 -1.59
C -0.43 -0.44 -0.36 0.32
C -1.20 -0.79 0.96 0.21
O -2.17 -1.50 1.04 -0.60
O -0.77 -0.12 2.04 -0.39
N -0.55 1.01 -0.39 0.15
C -1.91 1.59 -0.29 -1.06
C 0.04 1.60 -1.64 -1.06
H -1.20 -2.30 -1.26 0.38
H -0.90 -1.03 -2.42 0.41
H -2.31 -1.03 -1.37 0.34
H 0.62 -0.72 -0.28 0.56
H -1.43 -0.15 2.75 0.34
H -2.42 1.31 0.62 0.26
H -1.75 2.66 -0.35 0.41
H -2.52 1.35 -1.19 0.38
H -0.36 2.58 -1.90 0.39
H 1.12 1.63 -1.55 0.23
H -0.34 0.97 -2.46 0.33
O 2.17 1.78 1.95 -0.69
H 1.51 1.51 1.29 0.37
H 2.44 2.62 1.57 0.30
O 3.13 -0.90 1.62 -0.66
H 3.21 0.04 1.92 0.34
H 2.30 -1.19 1.98 0.31
O 1.25 -3.02 -0.33 -0.55
H 1.86 -2.70 0.34 0.29
H 1.87 -3.53 -0.86 0.28
```

Values from the calculation:
energy relative to the best compared isomer or geometry (same formula, charge and spin)	1.398	eV
E	-631.64621	Eh
structure (SMILES)	C[C@H](C(=O)O)N(C)C.O.O.O
net charge	0

=====

7.
Density functional theory data (ωB97M-V/def2-TZVPD) for a structure of composition C5H9Li3O8P.

Structure (XYZ):
```
26
Properties=species:S:1:pos:R:3:mulliken_charge:R:1
Li -2.83 -1.78 -1.37 0.82
Li -1.04 0.64 -3.02 0.85
Li -0.61 -0.30 -0.32 1.08
P -2.73 0.63 -0.97 1.03
O -2.51 -0.49 0.05 -0.91
O -3.85 1.71 -0.91 -0.85
O -2.82 -0.04 -2.34 -1.07
O -1.36 1.33 -1.12 -0.98
O 0.57 -3.03 -2.94 -0.50
C 0.07 -2.12 -2.07 0.85
O 0.20 -0.90 -2.26 -0.75
O -0.65 -2.42 -1.11 -0.82
H 0.27 -3.85 -2.55 0.30
C 1.11 1.82 1.61 -0.42
C 2.34 1.04 1.43 -0.52
C 1.84 -0.36 1.24 -0.27
O 0.43 -0.26 1.33 -0.57
C 0.13 0.84 2.14 -0.51
H 0.78 2.29 0.69 0.23
H 1.16 2.64 2.33 0.36
H 2.97 1.20 2.31 0.28
H 2.86 1.44 0.56 0.24
H 2.22 -1.14 1.90 0.33
H 2.05 -0.72 0.23 0.15
H 0.29 0.62 3.19 0.30
H -0.88 1.21 1.98 0.35
```

Values from the calculation:
energy relative to the best compared isomer or geometry (same formula, charge and spin)	1.018	eV
E	-1162.22081	Eh
net charge	-1

=====

8.
Density functional theory data (ωB97M-V/def2-TZVPD) for an isolated molecule of C5H10O2.

Structure (XYZ):
```
17
Properties=species:S:1:pos:R:3:mulliken_charge:R:1
C 0.81 1.28 -1.88 -1.17
C 1.11 0.50 -0.59 -0.51
C -0.19 -0.03 0.01 0.13
O -0.79 -0.88 -0.94 -0.56
C -0.01 -0.79 1.34 -0.66
C -1.35 -0.94 2.01 0.12
O -2.35 -1.27 1.40 -0.52
H 1.72 1.73 -2.29 0.37
H 0.38 0.61 -2.63 0.28
H 0.09 2.07 -1.68 0.30
H 1.79 -0.33 -0.79 0.33
H 1.59 1.16 0.14 0.32
H -0.84 0.84 0.21 0.25
H -1.62 -1.19 -0.53 0.37
H 0.69 -0.29 2.02 0.33
H 0.38 -1.79 1.11 0.30
H -1.42 -0.70 3.09 0.33
```

Values from the calculation:
energy relative to the best compared isomer or geometry (same formula, charge and spin)	1.242	eV
E	-346.97979	Eh
structure (SMILES)	CC[C@@H](O)CC=O
net charge	0

=====

Number 7 is which compound?
C5H9Li3O8P